Molecular formula: C6H10O
Method: DFT, the ωB97M-V functional and the def2-TZVPD basis

Output
Total energy in a.u.: -309.754740
Relative energy (zero: lowest compared OMol25 entry of this formula, charge and spin) in kJ/mol: 230.1
HOMO energy in eV: -9.927
SMILES: C#C[C@](C)(O)CC
Orbital gap in eV: 10.839

Last column: Löwdin charge in e.
Cartesian coordinates (Å):
C1 0.3209 0.0061 -0.3571  -0.578
C2 1.5819 -1.4005 1.1562  0.180
H1 2.1663 -1.9060 1.8668  0.037
O1 1.0000 1.2165 0.3120  -0.054
C3 0.7923 -1.0973 0.3406  -0.106
C4 -1.6045 0.3388 1.3117  -0.091
H2 -1.0803 1.1570 1.8108  0.078
H3 1.8092 -0.1825 -1.9344  0.093
C5 0.7297 -0.0615 -1.8046  -0.026
H4 -1.3865 -0.5772 1.8680  0.074
H5 -2.6779 0.5266 1.3997  0.075
H6 1.9345 1.2883 0.0562  0.088
H7 0.4086 0.8504 -2.3157  0.092
C6 -1.1512 0.2258 -0.1225  -0.206
H8 -1.6756 -0.6014 -0.6166  0.126
H9 -1.4164 1.1324 -0.6783  0.123
H10 0.2489 -0.9154 -2.2927  0.095